Molecular formula: C2H9N4
Method: DFT, ωB97M-V/def2-TZVPD

Structure (XYZ):
```
15
Properties=species:S:1:pos:R:3:nbo_charge:R:1
C 1.64 -0.54 -0.96 0.380
C -1.71 -0.01 0.83 -0.497
N 2.32 -0.13 0.04 -0.690
N 0.50 -0.06 -1.42 -0.387
N -0.36 0.51 0.90 -0.447
N 0.08 1.13 -0.87 -0.330
H 1.77 -1.57 -1.40 0.231
H -1.90 -0.77 0.04 0.204
H -2.04 -0.39 1.79 0.253
H -2.58 0.56 0.53 0.205
H 3.09 -0.68 0.42 0.442
H 0.04 -0.81 -1.96 0.426
H -0.32 1.46 1.31 0.369
H 2.20 0.76 0.63 0.465
H -0.79 1.45 -1.19 0.377
```

The charge is +1. The frontier orbital gap is 9.5511 eV. The calculation puts the energy above the lowest of the compared OMol25 structures with the same formula, charge and spin at 110.1 kcal/mol. As for the LUMO energy: -0.1571 hartree. Its multiplicity is 1. For the largest force on an atom, the calculation gives 0.085 Eh/bohr.

=====

Molecular formula: C2H9N4O
Method: DFT, ωB97M-V/def2-TZVPD

Structure (XYZ):
```
16
Properties=species:S:1:pos:R:3:nbo_charge:R:1
N -1.97 -1.23 0.16 -0.837
C -1.47 0.04 -0.02 0.780
N -1.68 0.59 -1.26 -0.837
O -0.77 0.58 0.82 -0.695
H -1.93 -1.53 1.12 0.404
H -2.87 -1.43 -0.26 0.396
H -2.39 0.18 -1.84 0.395
H -1.64 1.60 -1.28 0.408
N 1.76 -0.86 0.89 -0.702
C 1.85 0.42 0.66 0.434
N 1.99 0.95 -0.52 -0.706
H 1.64 -1.54 0.16 0.422
H 1.67 -1.19 1.84 0.437
H 1.87 1.08 1.52 0.242
H 1.98 1.95 -0.61 0.437
H 1.95 0.40 -1.37 0.423
```

The charge is +1. The frontier orbital gap is 10.7681 eV. The calculation puts the energy above the lowest of the compared OMol25 structures with the same formula, charge and spin at 0.7 kcal/mol. As for the LUMO energy: -0.1112 hartree. Its multiplicity is 1. For the largest force on an atom, the calculation gives 0.007 Eh/bohr.

=====

Molecular formula: C2H9N4S
Method: DFT, ωB97M-V/def2-TZVPD

Structure (XYZ):
```
16
Properties=species:S:1:pos:R:3:nbo_charge:R:1
C -0.43 -2.18 -1.31 -0.428
C 1.70 0.22 0.04 0.293
N 0.18 -1.18 -0.53 -0.208
N 1.38 -0.88 -0.66 -0.270
N -1.75 1.56 0.94 -1.000
N 2.92 0.64 0.33 -0.719
S -0.62 -0.50 0.74 0.330
H -1.35 -2.44 -0.83 0.241
H 0.26 -3.01 -1.31 0.253
H -0.62 -1.83 -2.35 0.240
H 0.98 0.96 0.03 0.187
H -1.80 1.18 1.92 0.409
H -1.19 2.40 0.79 0.407
H -2.51 1.38 0.35 0.409
H 3.25 1.59 0.20 0.430
H 3.68 -0.05 0.50 0.426
```

The charge is +1. The frontier orbital gap (alpha / beta) is 7.4299 / 7.4298 eV. The calculation puts the energy above the lowest of the compared OMol25 structures with the same formula, charge and spin at 71.3 kcal/mol. As for the LUMO energy (alpha / beta): -0.1955 / -0.1955 hartree. Its multiplicity is 1. For the largest force on an atom, the calculation gives 0.099 Eh/bohr.

=====

Molecular formula: C2H9N5
Method: DFT, ωB97M-V/def2-TZVPD

Structure (XYZ):
```
16
Properties=species:S:1:pos:R:3:nbo_charge:R:1
C -1.38 -0.85 0.57 -0.034
N 0.05 0.02 -0.80 -0.146
C -0.12 -0.18 0.82 0.298
N 1.11 -0.70 -1.38 -0.676
N -0.15 1.32 -1.33 -0.671
N -0.21 1.08 1.49 -0.844
N 0.74 -1.15 1.30 -0.879
H 1.48 -1.28 -0.61 0.407
H 0.75 -1.30 -2.12 0.344
H 0.76 1.71 -1.57 0.351
H -0.69 1.25 -2.18 0.352
H -0.64 1.78 0.89 0.382
H 0.72 1.41 1.73 0.367
H 1.24 -0.79 2.11 0.339
H -2.34 -0.45 0.90 0.199
H -1.32 -1.85 0.17 0.210
```

The frontier orbital gap (alpha / beta) is 6.9937 / 6.9292 eV. The calculation puts the energy above the lowest of the compared OMol25 structures with the same formula, charge and spin at 143.2 kcal/mol. As for the LUMO energy (alpha / beta): -0.0270 / -0.0278 hartree. Its multiplicity is 1. For the largest force on an atom, the calculation gives 0.012 Eh/bohr.

=====

Which value of multiplicity does entry 3 give?
1

=====

Among the records above, which one has the highest largest force on an atom?
C2H9N4S